1.
The following is a DFT calculation (wB97M-V/def2-TZVPD) of a cluster of 11 separate species, C50H47F7N4 in total at a distorted geometry.

```
108
Properties=species:S:1:pos:R:3:forces:R:3
F -2.679 0.338 -2.489 -0.1 0.4 -0.7
C -3.001 1.022 -3.631 -0.2 -0.6 -0.6
C -3.084 2.398 -3.607 0.3 0.7 0.8
C -3.374 3.146 -4.733 -1.2 -1.5 -1.4
C -3.783 2.409 -5.879 0.3 1.1 0.5
C -3.744 1.037 -5.896 0.2 0.7 -0.3
C -3.286 0.334 -4.808 -0.3 -0.8 0.6
H -2.979 2.926 -2.670 0.3 -0.1 0.2
H -3.446 4.224 -4.708 0.1 0.0 0.1
H -4.180 2.828 -6.792 0.2 0.7 0.1
H -4.059 0.596 -6.831 0.0 -0.6 0.2
H -3.317 -0.741 -4.908 0.4 -0.2 0.5
F 3.206 -0.376 5.215 -0.7 1.1 0.1
C 4.043 -1.307 4.827 1.5 -2.5 -0.7
C 4.467 -2.272 5.749 0.4 -0.6 -0.7
C 5.293 -3.317 5.286 0.1 -0.1 -0.6
C 5.694 -3.448 3.968 -0.3 1.4 -0.9
C 5.314 -2.445 3.035 -0.4 -1.1 1.8
C 4.461 -1.438 3.482 0.2 0.3 -0.3
H 4.122 -2.330 6.771 -0.1 0.5 0.0
H 5.687 -4.146 5.855 -0.5 0.3 1.0
H 6.284 -4.314 3.704 0.1 0.1 -0.2
H 5.570 -2.492 1.987 0.1 0.0 0.0
H 4.167 -0.801 2.661 -0.5 0.6 0.5
F -0.314 7.166 -2.772 0.1 -0.8 0.2
C -0.366 6.076 -1.945 0.1 2.2 1.0
C -0.412 4.829 -2.433 0.1 -2.4 0.1
C -0.506 3.744 -1.501 0.1 1.0 0.4
C -0.551 4.016 -0.123 0.3 -0.3 -0.3
C -0.474 5.310 0.329 0.1 1.1 -0.5
C -0.367 6.339 -0.584 -0.4 0.5 0.2
H -0.294 4.720 -3.501 -0.3 -0.4 -0.1
H -0.557 2.711 -1.810 0.0 0.0 -0.3
H -0.604 3.312 0.695 -0.2 -0.8 -0.6
H -0.529 5.577 1.374 0.1 -0.2 0.1
H -0.363 7.358 -0.227 0.1 0.2 -0.2
F -5.082 -2.698 2.024 0.3 -0.9 0.0
C -4.521 -3.514 1.076 -0.5 -0.7 0.5
C -4.327 -2.894 -0.138 0.6 -0.2 -0.3
C -3.768 -3.602 -1.197 -0.5 -0.3 1.1
C -3.427 -4.955 -0.972 0.6 0.7 -0.8
C -3.629 -5.590 0.228 -1.5 1.4 1.4
C -4.260 -4.868 1.308 1.2 0.0 -1.3
H -4.549 -1.837 -0.159 -0.1 0.1 -0.4
H -3.701 -3.070 -2.134 0.4 -0.3 -0.2
H -2.875 -5.510 -1.716 -0.3 0.0 -0.4
H -3.395 -6.640 0.315 0.1 0.0 0.2
H -4.351 -5.352 2.269 -0.3 0.2 0.1
F 2.887 -2.710 0.266 -0.6 -0.6 0.7
C 1.885 -3.577 0.688 1.0 -0.2 -1.7
C 1.227 -4.252 -0.331 0.3 1.0 -0.5
C 0.127 -5.043 -0.062 0.9 0.3 -0.5
C -0.166 -5.238 1.246 -0.2 0.1 1.9
C 0.564 -4.596 2.298 -1.8 -1.0 -1.1
C 1.633 -3.783 2.015 0.0 0.6 0.3
H 1.555 -4.058 -1.341 0.0 0.1 -0.1
H -0.476 -5.452 -0.859 0.1 -0.2 0.0
H -1.006 -5.888 1.444 -0.1 0.1 0.5
H 0.094 -4.638 3.269 0.5 -0.2 0.3
H 2.200 -3.255 2.768 -0.1 0.1 0.1
F 2.548 0.244 1.138 1.4 1.1 -0.8
C 3.508 1.138 0.666 1.0 0.9 -0.6
C 4.831 0.751 0.376 0.1 0.7 0.1
C 5.811 1.733 -0.022 -2.1 -0.4 -0.2
C 5.408 3.059 -0.186 -0.2 -0.2 1.3
C 4.085 3.443 0.074 0.0 -0.9 -0.3
C 3.138 2.482 0.422 -0.2 -1.4 0.4
H 5.104 -0.290 0.464 0.1 -0.1 0.1
H 6.814 1.462 -0.317 0.0 -0.3 0.3
H 6.129 3.855 -0.299 0.2 -0.1 -0.5
H 3.822 4.482 -0.058 -0.3 0.0 0.0
H 2.070 2.633 0.484 -0.1 0.7 0.2
F -0.169 -1.367 -4.510 0.4 0.6 0.3
C 0.992 -0.855 -4.011 1.5 -1.6 -0.1
C 1.189 0.492 -3.822 -1.5 -0.8 -0.6
C 2.389 0.940 -3.315 0.0 1.1 -0.1
C 3.406 0.077 -3.035 0.7 -1.2 0.1
C 3.238 -1.293 -3.262 -0.4 0.4 0.5
C 2.038 -1.777 -3.753 -0.7 0.6 0.2
H 0.343 1.083 -4.141 0.1 0.7 0.2
H 2.527 2.000 -3.160 0.0 0.1 0.0
H 4.364 0.387 -2.643 -0.1 0.4 0.1
H 4.010 -1.965 -2.917 0.1 -0.2 -0.3
H 1.884 -2.841 -3.853 -0.1 0.0 -0.2
C -0.033 -0.372 -0.231 0.3 -0.5 -0.7
C -1.063 0.380 0.444 -0.7 1.0 0.1
N -1.812 1.072 0.984 0.3 -0.6 -0.4
H 0.420 -1.053 0.490 0.2 0.0 -0.2
H 0.696 0.271 -0.724 0.2 0.3 0.6
H -0.383 -0.928 -1.101 -0.6 -0.3 0.3
C 0.053 1.134 3.545 -0.4 -0.9 -0.2
C -0.342 -0.290 3.706 -0.6 -1.5 0.4
N -0.693 -1.398 3.829 0.8 2.2 -0.3
H -0.862 1.727 3.549 0.1 0.1 0.1
H 0.496 1.202 2.551 0.2 0.2 0.2
H 0.742 1.446 4.329 0.0 -0.1 -0.1
C -3.894 4.370 0.488 -0.4 0.1 -0.5
C -5.244 4.108 -0.005 -2.1 -0.9 -0.6
N -6.315 3.870 -0.401 2.0 0.5 0.7
H -3.972 4.766 1.500 0.3 0.0 -0.1
H -3.475 5.089 -0.216 0.3 0.2 0.3
H -3.278 3.472 0.440 -0.1 -0.1 0.2
C -4.370 -0.205 3.365 -0.3 0.6 -0.2
C -3.775 1.072 3.853 -1.4 -3.7 -0.8
N -3.341 2.032 4.254 1.1 2.4 0.8
H -3.660 -1.005 3.154 0.3 0.5 -0.1
H -4.932 0.052 2.467 0.2 -0.2 -0.2
H -5.116 -0.656 4.018 0.2 0.5 0.5
```
Forces are in eV/Å.

The calculation puts the HOMO-LUMO gap at 9.74 eV. Its structure (SMILES) is Fc1ccccc1.Fc1ccccc1.Fc1ccccc1.Fc1ccccc1.Fc1ccccc1.Fc1ccccc1.Fc1ccccc1.CC#N.CC#N.CC#N.CC#N. Its multiplicity is 1. Its HOMO energy is -9.2 eV. The relative energy (zero: lowest compared OMol25 entry of this formula, charge and spin) comes out at 1.7746 eV.

=====

2.
The following is a DFT calculation (wB97M-V/def2-TZVPD) of a structure of composition C50H49AsN4OSSiY.

```
108
Properties=species:S:1:pos:R:3:forces:R:3
Y 0.106 0.038 -0.521 -0.9 -0.2 0.2
N -0.581 -3.914 1.899 0.0 0.0 0.1
C -0.672 -2.620 1.436 0.1 0.0 -0.1
S -0.937 -2.475 -0.291 0.1 0.1 0.1
N -0.495 -1.693 2.325 -0.1 0.0 -0.1
N -0.500 -0.404 1.801 0.1 0.0 0.4
C -0.505 0.509 2.704 0.0 -0.1 -0.1
C -0.552 1.943 2.479 0.0 0.0 0.0
C -0.397 2.765 3.601 0.0 0.1 0.0
C -0.427 4.140 3.506 0.0 -0.1 0.0
C -0.629 4.720 2.253 0.0 0.0 0.0
C -0.803 3.940 1.130 0.0 0.0 0.1
C -0.768 2.535 1.209 0.0 -0.1 -0.1
O -0.924 1.820 0.123 0.3 -0.1 0.0
H -1.019 -4.617 1.331 0.0 0.0 0.0
H -0.673 -4.012 2.898 0.0 0.0 0.0
H -0.476 0.177 3.743 0.0 0.0 0.0
H -0.229 2.291 4.562 0.0 0.0 0.0
H -0.289 4.754 4.386 0.0 0.0 0.0
H -0.649 5.800 2.156 0.0 0.0 0.0
H -0.966 4.378 0.153 0.0 0.0 0.0
C 3.387 2.090 4.384 0.0 0.0 0.0
C 3.029 2.842 3.273 0.0 0.0 0.0
C 2.913 2.232 2.035 0.0 0.1 0.0
C 3.166 0.868 1.855 0.0 0.0 0.0
C 3.525 0.135 2.987 0.0 -0.1 0.0
C 3.631 0.732 4.237 0.0 0.0 0.0
Si 2.900 0.086 0.134 0.5 0.1 0.2
C 4.047 1.096 -1.007 0.0 0.0 0.0
C 3.805 1.122 -2.381 0.0 0.0 0.0
C 4.641 1.795 -3.261 0.0 0.0 0.0
C 5.746 2.478 -2.777 0.0 0.0 0.0
C 6.003 2.483 -1.412 0.0 0.0 0.0
C 5.165 1.798 -0.544 0.0 0.0 0.1
C 3.751 -1.619 0.277 0.1 0.0 -0.1
C 3.048 -2.719 0.770 -0.1 0.0 0.0
C 3.637 -3.971 0.886 0.0 0.0 0.0
C 4.954 -4.156 0.494 0.0 0.0 0.0
C 5.674 -3.081 -0.008 0.0 0.0 0.0
C 5.077 -1.832 -0.113 0.0 0.0 0.0
H 3.469 2.558 5.358 0.0 0.0 0.0
H 2.818 3.899 3.375 0.0 0.0 0.0
H 2.614 2.842 1.186 0.0 0.0 0.0
H 3.727 -0.927 2.894 0.0 0.0 0.0
H 3.909 0.135 5.097 0.0 0.0 0.0
H 2.926 0.629 -2.780 -0.1 -0.1 0.0
H 4.415 1.791 -4.320 0.0 0.0 0.0
H 6.397 3.014 -3.457 0.0 0.0 0.0
H 6.857 3.025 -1.023 0.0 0.0 0.0
H 5.382 1.813 0.519 0.0 0.0 0.0
H 2.011 -2.609 1.069 0.0 0.0 0.0
H 3.058 -4.801 1.273 0.0 0.0 0.0
H 5.417 -5.133 0.573 0.0 0.0 0.0
H 6.703 -3.215 -0.322 0.0 0.0 0.0
H 5.653 -1.007 -0.518 0.0 0.0 0.0
C 5.041 -0.991 -6.930 0.1 0.0 0.0
C 3.710 -1.004 -6.232 0.0 0.0 0.0
C 3.555 -1.609 -4.996 0.0 0.0 0.0
C 2.337 -1.610 -4.324 0.1 0.1 0.0
C 2.303 -2.307 -2.987 0.0 0.0 0.1
C 1.220 -0.963 -4.893 0.0 0.0 -0.1
As -0.313 -0.934 -3.635 0.0 0.1 0.2
N 0.085 0.584 -2.674 -0.1 0.2 -0.7
C 0.309 1.856 -3.192 0.1 -0.2 0.0
C 0.978 2.795 -2.386 0.0 0.1 0.0
C 1.223 4.081 -2.828 0.0 0.0 0.0
C 0.822 4.483 -4.097 0.0 0.1 0.0
C 0.161 3.570 -4.904 0.0 0.0 0.0
C -0.093 2.281 -4.460 0.0 0.1 0.0
C -1.983 -0.703 -4.659 0.1 0.0 -0.1
C -3.012 0.174 -4.288 -0.1 0.0 -0.1
C -2.967 1.079 -3.085 0.0 0.0 0.1
C -4.192 0.177 -5.035 0.0 0.0 0.0
C -4.413 -0.690 -6.091 0.0 0.0 0.0
C -5.694 -0.658 -6.877 -0.1 0.0 0.0
C -3.426 -1.625 -6.370 0.0 0.0 0.0
C -2.231 -1.655 -5.665 0.0 0.0 0.0
C -1.239 -2.737 -5.996 0.0 -0.1 0.0
C 1.350 -0.408 -6.176 0.0 0.0 0.0
C 0.229 0.170 -7.004 0.0 0.1 0.0
C 2.593 -0.426 -6.807 0.0 0.0 0.0
H 5.841 -1.286 -6.251 0.0 0.0 0.0
H 5.275 0.005 -7.310 0.0 0.0 0.0
H 5.054 -1.677 -7.780 0.0 0.0 0.0
H 4.408 -2.082 -4.522 0.0 0.0 0.0
H 3.264 -2.780 -2.785 0.0 0.0 0.0
H 1.519 -3.062 -2.918 0.0 0.0 0.0
H 2.131 -1.606 -2.164 0.0 0.0 0.0
H 1.345 2.507 -1.406 0.0 0.0 0.0
H 1.755 4.766 -2.178 0.0 0.0 0.0
H 1.022 5.488 -4.447 0.0 0.0 0.0
H -0.172 3.862 -5.894 0.0 0.0 0.0
H -0.648 1.602 -5.088 0.0 -0.1 0.0
H -2.681 0.536 -2.183 0.0 0.0 0.0
H -3.958 1.498 -2.913 0.0 0.0 0.0
H -2.264 1.904 -3.195 0.0 0.0 0.0
H -4.973 0.878 -4.755 0.0 0.0 0.0
H -6.368 0.108 -6.495 0.0 0.0 0.0
H -6.213 -1.617 -6.826 0.0 0.0 0.0
H -5.508 -0.446 -7.931 0.0 0.0 0.0
H -3.590 -2.361 -7.151 0.0 0.0 0.0
H -1.715 -3.497 -6.617 0.0 0.0 0.0
H -0.864 -3.231 -5.096 0.0 0.0 0.0
H -0.369 -2.360 -6.532 0.0 0.0 0.0
H -0.738 0.149 -6.518 0.0 0.0 0.0
H 0.137 -0.396 -7.935 0.0 0.0 0.0
H 0.453 1.204 -7.271 0.0 0.0 0.0
H 2.674 0.028 -7.791 0.0 0.0 0.0
```
Forces are in eV/Å.

The calculation puts the HOMO-LUMO gap at 7.30 eV. Its charge is -1. Its multiplicity is 1. Its HOMO energy is -4.8 eV. The relative energy (zero: lowest compared OMol25 entry of this formula, charge and spin) comes out at 0.0000 eV.